The following is a DFT calculation (the ωB97M-V functional and the def2-TZVPD basis) of C13H36InO10P2S2 as an isolated structure.

Element x y z (Å)
In1 -2.280 -4.563 -4.749
S1 1.865 1.148 -0.516
S2 4.023 5.197 4.230
P1 -0.854 -6.609 -5.399
P2 -2.818 -3.125 -6.820
O1 2.690 5.321 3.714
O2 2.172 0.072 0.374
O3 -1.515 -3.524 -7.809
O4 0.548 -6.393 -5.910
O5 4.525 6.633 4.682
O6 -3.188 -3.230 1.437
O7 4.278 4.243 5.264
O8 0.515 1.338 -0.952
O9 2.398 2.517 0.095
O10 -4.043 -4.017 -7.554
C1 -5.563 -3.666 1.855
C2 2.935 1.075 -1.908
C3 -1.744 -1.427 -1.539
C4 -1.739 -2.187 -0.211
C5 -4.223 -4.184 1.327
C6 5.157 4.949 2.912
C7 3.678 6.889 6.987
C8 -1.319 -3.354 -3.199
C9 3.651 7.393 5.563
C10 -3.135 -2.276 0.379
C11 1.641 2.481 2.449
C12 1.563 3.156 1.101
C13 -2.261 -2.241 -2.733
H1 -1.355 -3.201 -0.345
H2 3.251 5.891 7.068
H3 -3.828 -5.180 -4.163
H4 2.679 2.396 2.772
H5 4.700 6.858 7.365
H6 -2.360 -0.525 -1.415
H7 3.964 1.108 -1.561
H8 6.168 5.033 3.303
H9 2.707 1.905 -2.570
H10 -0.395 -2.910 -3.583
H11 -5.380 -2.842 2.545
H12 -3.249 -2.652 -2.494
H13 -2.421 -1.550 -3.568
H14 -1.618 -7.460 -6.262
H15 -0.884 -7.538 -4.310
H16 2.646 7.378 5.140
H17 0.542 3.202 0.720
H18 -4.320 -4.496 0.280
H19 -1.032 -3.997 -2.362
H20 -1.081 -1.686 0.504
H21 -0.738 -1.063 -1.762
H22 -3.440 -1.298 0.772
H23 2.727 0.125 -2.396
H24 4.965 5.687 2.139
H25 1.201 1.486 2.441
H26 -1.675 -3.162 -8.684
H27 4.974 3.943 2.540
H28 -3.895 -5.058 1.892
H29 -6.107 -4.442 2.397
H30 -6.212 -3.305 1.056
H31 1.111 3.101 3.173
H32 -3.841 -4.958 -7.551
H33 -3.855 -2.550 -0.400
H34 3.096 7.570 7.609
H35 1.958 4.169 1.150
H36 4.043 8.405 5.488

Force components x, y, z for each atom (eV/Å):
-0.03 0.05 0.02
-0.05 0.00 -0.06
-0.08 0.00 -0.05
0.15 0.07 -0.09
-0.10 -0.03 -0.08
0.01 0.02 0.00
0.02 0.02 0.01
-0.07 -0.19 0.15
-0.01 -0.09 0.03
0.05 -0.03 0.08
0.11 -0.03 -0.04
0.02 0.01 0.00
-0.02 0.01 0.06
0.07 -0.04 0.07
0.06 0.09 -0.07
-0.06 0.01 0.01
0.00 -0.03 -0.01
-0.09 0.10 -0.01
0.03 0.05 0.02
0.01 0.04 -0.08
-0.01 -0.01 -0.01
0.02 -0.01 0.00
0.03 0.04 0.04
-0.03 0.06 -0.08
-0.13 -0.02 0.05
0.02 -0.02 0.04
-0.04 0.13 -0.05
0.15 0.03 0.01
0.00 0.02 -0.04
-0.01 0.00 0.00
-0.02 -0.08 -0.02
-0.02 -0.02 0.04
0.00 0.01 0.00
0.03 0.00 0.00
0.00 -0.01 0.00
0.00 -0.01 0.00
0.00 0.00 0.00
0.01 -0.03 0.02
0.00 -0.04 0.03
0.01 0.00 -0.01
-0.07 -0.02 0.02
-0.03 0.04 -0.01
-0.05 0.03 0.04
0.00 -0.02 0.00
0.01 -0.05 -0.01
-0.01 -0.07 0.03
-0.01 -0.02 -0.02
0.01 -0.06 0.01
0.01 -0.06 0.01
-0.01 0.00 -0.05
0.00 0.01 -0.01
0.01 0.00 0.00
0.00 0.00 -0.06
0.08 0.20 -0.10
0.00 0.01 -0.01
0.01 0.07 0.08
-0.01 -0.02 -0.06
0.05 0.06 0.01
0.02 -0.01 0.02
-0.04 -0.09 0.10
0.03 -0.02 0.00
0.00 -0.01 0.01
0.00 0.00 0.02
0.01 -0.01 0.01

Its maximum force is 0.3 eV Å⁻¹. The charge is -1. The gap between HOMO and LUMO is 5.317 eV. For the highest occupied orbital energy, the calculation gives -3.8 eV.

Mulliken population analysis, charges in e, atoms 1 to 6: 0.405 1.319 1.236 0.278 0.139 -0.647